No. 1
Entry from the Open Molecules 2025 dataset: C44H37BiF6N9O4Se4 as an isolated structure (the ωB97M-V functional and the def2-TZVPD basis).

Positions of all 105 atoms, in Å:
Bi -0.31036 -1.06502 0.88734
C 0.57868 3.23134 -2.21087
C -0.56905 2.64623 -1.70227
N -0.91466 1.39867 -1.99693
C -0.10030 0.73033 -2.80394
C 1.05970 1.32255 -3.30693
N 1.40342 2.56989 -3.01949
C -0.47251 -0.66844 -3.16423
C -0.25415 -1.14552 -4.45378
C -0.64511 -2.43792 -4.77318
C -1.27059 -3.19075 -3.78670
C -1.45092 -2.63399 -2.52609
N -1.03255 -1.41195 -2.21757
C -2.08689 -3.43142 -1.44716
C -1.72063 -4.75133 -1.25256
N -2.20001 -5.52033 -0.28160
C -3.01167 -4.92145 0.57679
C -3.44002 -3.61628 0.41571
N -3.02975 -2.89428 -0.63890
C -0.42675 -2.99226 -6.13093
C -0.09994 -4.33069 -6.32057
C 0.09916 -4.80229 -7.60838
N -0.00580 -4.04770 -8.69960
C -0.32019 -2.76804 -8.51289
C -0.53639 -2.19901 -7.26834
H 0.84115 4.25208 -1.95679
H -1.22684 3.19652 -1.03753
H 1.74022 0.75887 -3.93457
H 0.21083 -0.51005 -5.19547
H -1.65465 -4.17829 -4.00339
H -0.98394 -5.19224 -1.91129
H -3.36764 -5.48952 1.42648
H -4.12775 -3.13320 1.08988
H 0.02599 -4.99861 -5.47853
H 0.36078 -5.84256 -7.76859
H -0.40970 -2.16137 -9.40763
H -0.81284 -1.15545 -7.19597
C -1.87849 6.66887 3.79915
O -1.14104 5.63108 3.18829
C -0.05459 5.14882 3.86289
C 0.48056 5.72049 5.00078
C 1.57541 5.12587 5.62673
C 2.10253 3.95702 5.11760
C 1.55907 3.37348 3.97560
C 0.49379 3.97144 3.32179
N -0.13559 3.47599 2.17065
C 0.13897 2.24469 1.58535
N 1.45213 2.07742 1.26743
C 2.01587 1.19647 0.31916
C 1.50596 -0.04087 -0.03011
C 2.17227 -0.76286 -1.02463
C 3.33324 -0.30717 -1.61109
C 3.86266 0.92503 -1.23347
C 3.19834 1.67320 -0.28396
O 3.60217 2.91890 0.13265
C 4.75981 3.45961 -0.46703
N -0.77777 1.39030 1.29838
C -2.11814 1.67838 1.68577
C -3.09963 1.77756 0.71330
C -4.42580 1.99739 1.06390
C -4.76844 2.09953 2.40093
C -3.80011 1.98578 3.39017
C -2.47346 1.77042 3.04270
O -1.46149 1.66730 3.93176
C -1.77930 1.25639 5.25411
H -2.74574 6.83712 3.16662
H -1.29230 7.58980 3.86296
H -2.20838 6.37879 4.80020
H 0.05018 6.62285 5.41142
H 1.99212 5.57704 6.51765
H 2.93112 3.46789 5.61255
H 1.94342 2.42409 3.62909
H -1.12071 3.70634 2.14904
H 2.00196 2.91543 1.38234
H 1.76493 -1.72263 -1.31317
H 3.84036 -0.90072 -2.36346
H 4.76745 1.29330 -1.69481
H 4.90859 4.43716 -0.01562
H 4.62707 3.57156 -1.54658
H 5.63468 2.83363 -0.27251
H -2.81248 1.62388 -0.31956
H -5.18589 2.05020 0.29513
H -5.80245 2.24545 2.68873
H -4.08368 2.02361 4.43266
H -0.82618 1.03024 5.72554
H -2.39935 0.35715 5.22508
H -2.27926 2.05816 5.80790
Se -3.92161 -1.24171 -0.93621
Se -2.83910 -1.69236 3.21999
Se -0.85721 -2.47664 4.16411
Se 0.73317 -0.93795 3.32258
C 2.48956 -4.12679 -0.86631
C 1.70201 -3.99450 0.45330
O 0.64364 -3.14127 0.37464
C 1.18009 -5.41810 0.81658
F 0.68672 -6.03099 -0.28526
F 2.15541 -6.23980 1.27260
F 0.21557 -5.40373 1.72752
C 2.71973 -3.58913 1.55719
F 3.03771 -2.29356 1.45158
F 2.26693 -3.81174 2.79245
F 3.89319 -4.26704 1.44426
H 1.76738 -4.10933 -1.68267
H 3.06530 -5.05118 -0.91114
H 3.17882 -3.29168 -0.97877

Atoms 1-2, force components in eV/Å:
0.2 -0.4 0.3
0.0 0.0 0.0

Calculated values
E_tot: -351362.840 eV
Total charge: -1
LUMO level: 1.4 eV
Highest occupied orbital energy: -3.3 eV

No. 2
Entry from the Open Molecules 2025 dataset: C44H37ClF3N6O5PRu as an isolated structure at a distorted geometry (the ωB97M-V functional and the def2-TZVPD basis).

Positions of all 98 atoms, in Å:
Ru -0.19259 -1.28852 -0.32579
C 3.10872 3.80957 1.68608
C 3.57200 2.52051 2.29508
C 4.68985 2.56703 3.12217
C 5.21075 1.43492 3.72093
C 4.61450 0.21021 3.48359
C 3.50570 0.14711 2.66151
C 2.95750 1.28149 2.06962
P 1.43979 0.94570 1.05654
C 1.69968 2.10091 -0.34401
C 0.71348 3.01471 -0.70480
C 0.85150 3.79752 -1.83547
C 1.97950 3.66519 -2.62492
C 2.97089 2.76974 -2.26415
C 2.85378 1.97992 -1.13001
C 3.98079 1.06068 -0.76879
C 0.18288 1.70455 2.15092
C 0.49522 2.33990 3.34084
C -0.48277 2.64611 4.27683
C -1.79413 2.21859 4.07363
C -2.13158 1.56375 2.91909
C -1.18099 1.34583 1.88541
C -1.58189 0.86144 0.65029
H 3.37078 4.64301 2.33702
H 2.03696 3.81406 1.51518
H 3.60287 3.96319 0.72572
H 5.15763 3.52611 3.30290
H 6.07384 1.51075 4.36827
H 5.00955 -0.68835 3.93581
H 3.04825 -0.80797 2.45189
H -0.16965 3.11937 -0.09030
H 0.07593 4.50124 -2.10543
H 2.09348 4.25879 -3.52066
H 3.85394 2.66434 -2.88063
H 4.55631 0.80092 -1.65587
H 3.59855 0.14663 -0.31718
H 4.65573 1.53913 -0.05655
H 1.51922 2.59399 3.56849
H -0.21504 3.16684 5.18612
H -2.53881 2.39193 4.83763
H -3.14433 1.23262 2.74996
H -0.98557 1.05385 -0.23718
H -2.61735 0.58989 0.51392
N 1.40311 -4.74916 -0.69947
C 1.67061 -4.16120 0.50859
C 2.53326 -4.86306 1.37384
C 2.80252 -4.35425 2.62204
C 2.16480 -3.18196 3.01350
C 1.34305 -2.54922 2.09741
N 1.13572 -2.99665 0.86408
C 0.61035 -4.37185 -1.76389
C 0.24727 -5.37793 -2.66969
C -0.48483 -5.04209 -3.78717
C -0.79770 -3.70600 -4.00143
C -0.35441 -2.77721 -3.07791
N 0.30511 -3.09824 -1.97305
H 1.70490 -5.71410 -0.74921
H 2.97851 -5.79298 1.04843
H 3.48707 -4.86498 3.28609
H 2.31647 -2.76196 3.99507
H 0.81151 -1.63565 2.35219
H 0.53469 -6.40209 -2.47920
H -0.79324 -5.80667 -4.48645
H -1.34864 -3.38930 -4.87320
H -0.49367 -1.71756 -3.24394
C -4.80458 3.71408 -3.02670
C -5.12598 2.78354 -1.89843
C -5.87369 3.19355 -0.81166
C -6.13701 2.31254 0.22647
Cl -7.07648 2.85601 1.58009
C -5.65819 1.01843 0.19872
C -4.91945 0.59232 -0.89236
C -4.65200 1.46049 -1.94542
O -3.97203 1.13029 -3.07132
C -3.40886 -0.15939 -3.18463
C -2.24711 -0.41787 -2.18119
O -2.44481 -1.29282 -1.31499
O -1.19869 0.23091 -2.31018
H -5.05006 4.74062 -2.76452
H -5.36164 3.42985 -3.91970
H -3.74567 3.63855 -3.26688
H -6.25563 4.20285 -0.77444
H -5.84868 0.33901 1.01562
H -4.53799 -0.41569 -0.89745
H -3.00932 -0.18884 -4.20217
H -4.16678 -0.94114 -3.05334
N 4.73020 -0.78657 -4.77093
C 3.72823 -0.72970 -4.19563
N 2.56604 -0.66245 -3.66959
C 2.08752 -0.68522 -2.51795
N 1.60251 -0.68551 -1.44970
F -2.91127 -3.73245 3.30400
C -2.88120 -4.05653 1.99766
F -2.55551 -5.36782 1.95658
F -4.15128 -3.97865 1.55930
C -1.87829 -3.17174 1.14666
O -1.62902 -2.05371 1.61075
O -1.43460 -3.72006 0.14297

Atoms 1-2, force components in eV/Å:
0.0 -1.3 -0.4
0.0 0.1 0.0

Calculated values
E_tot: -97953.756 eV
Total charge: -1
Multiplicity: 6
LUMO level (alpha / beta): 2.3 / 1.1 eV
ΔE to the lowest compared entry with this formula, charge and spin: 29.1 kcal per mole
Expectation value of S²: 8.79
Highest occupied orbital energy (alpha / beta): -4.9 / -5.5 eV